# 1
The following is a DFT calculation (wB97M-V/def2-TZVPD) of C45H53AuN7OSe as an isolated structure.

Results
**Highest occupied orbital energy**: -0.37600 Eh
**E_LUMO**: -3.594 eV
**Frontier orbital gap**: 0.2439 Ha
**Strongest force on any atom**: 0.0172 hartree/bohr
**Relative energy (zero: lowest compared OMol25 entry of this formula, charge and spin)**: 6.2 kcal/mol

Structure (ORCA input):
```
! wB97M-V def2-TZVPD RIJCOSX def2/J DEFGRID3
* xyz 1 1
Au -0.102 -0.595 0.863
C 0.832 -2.162 -2.695
C 1.520 -2.689 -1.431
C 1.797 -4.192 -1.533
C 2.791 -1.898 -1.173
C 3.800 -1.961 -2.126
C 4.984 -1.266 -1.971
C 5.160 -0.459 -0.864
C 4.193 -0.363 0.130
C 4.450 0.640 1.251
C 4.734 2.038 0.684
C 5.608 0.207 2.157
C 3.014 -1.129 -0.018
N 2.020 -1.110 1.015
C 2.427 -1.332 2.201
C 1.567 -1.141 3.393
N 0.365 -0.799 3.245
C -0.499 -0.539 4.341
C -1.065 -1.582 5.089
C -1.993 -1.227 6.065
C -2.344 0.092 6.302
C -1.770 1.098 5.545
C -0.850 0.804 4.547
C -0.229 1.927 3.729
C 0.630 2.833 4.619
C -1.283 2.747 2.980
C -0.859 -3.077 4.845
C -1.581 -3.520 3.565
C 0.576 -3.617 4.840
H -0.061 -2.750 -2.920
H 1.496 -2.221 -3.558
H 0.546 -1.114 -2.566
H 0.837 -2.541 -0.594
H 2.363 -4.431 -2.436
H 0.857 -4.744 -1.571
H 2.369 -4.547 -0.675
H 3.657 -2.575 -3.006
H 5.764 -1.342 -2.719
H 6.071 0.120 -0.770
H 3.556 0.727 1.872
H 5.718 2.082 0.216
H 4.721 2.777 1.488
H 3.995 2.326 -0.066
H 6.536 0.144 1.587
H 5.441 -0.770 2.615
H 5.753 0.935 2.957
H 3.451 -1.668 2.354
H 2.011 -1.266 4.383
H -2.449 -2.012 6.657
H -3.058 0.333 7.078
H -2.045 2.130 5.730
H 0.431 1.483 2.983
H 0.024 3.318 5.386
H 1.101 3.615 4.019
H 1.415 2.265 5.122
H -2.026 3.159 3.666
H -1.807 2.146 2.234
H -0.805 3.581 2.459
H -1.358 -3.563 5.685
H -1.137 -3.043 2.685
H -2.640 -3.263 3.603
H -1.499 -4.601 3.438
H 1.082 -3.433 3.891
H 0.542 -4.699 4.976
H 1.171 -3.203 5.656
C -2.723 -0.877 -8.319
C -2.427 0.018 -7.142
C -1.230 -0.079 -6.441
C -0.957 0.762 -5.373
C -1.877 1.728 -4.983
N -1.519 2.542 -3.881
C -2.218 3.577 -3.332
O -3.256 4.036 -3.751
N -1.621 4.129 -2.189
C -0.647 3.582 -1.354
C 0.334 4.378 -0.767
C 1.289 3.788 0.039
C 1.241 2.418 0.250
N 0.278 1.657 -0.267
C -0.643 2.225 -1.038
C -3.078 1.847 -5.675
C -3.336 0.990 -6.735
H -2.015 -1.703 -8.376
H -2.658 -0.317 -9.255
H -3.730 -1.290 -8.258
H -0.497 -0.822 -6.734
H -0.014 0.669 -4.841
H -0.587 2.387 -3.533
H -1.921 5.076 -2.016
H 0.348 5.446 -0.955
H 2.076 4.380 0.488
H 1.980 1.918 0.866
H -1.425 1.574 -1.416
H -3.794 2.600 -5.384
H -4.274 1.091 -7.269
Se -3.359 -0.298 2.165
N -2.274 -0.547 0.760
C -3.042 -0.642 -0.319
C -2.579 -0.836 -1.652
C -3.494 -0.903 -2.649
C -4.903 -0.784 -2.402
C -5.387 -0.601 -1.153
C -4.460 -0.525 -0.067
N -4.807 -0.344 1.195
H -1.517 -0.935 -1.837
H -3.157 -1.045 -3.667
H -5.586 -0.845 -3.239
H -6.445 -0.509 -0.949
*
```

=====

# 2
The following is a DFT calculation (wB97M-V/def2-TZVPD) of a 2-piece molecular cluster, C4H13NOS overall at a distorted geometry.

Results
**Highest occupied orbital energy**: -0.33181 Eh
**Structure (SMILES)**: C[C@@H](N)CCS.O
**E_LUMO**: 0.842 eV
**Frontier orbital gap**: 0.3628 Ha
**Strongest force on any atom**: 0.0294 hartree/bohr
**Relative energy (zero: lowest compared OMol25 entry of this formula, charge and spin)**: 12.0 kcal/mol

Structure (ORCA input):
```
! wB97M-V def2-TZVPD RIJCOSX def2/J DEFGRID3
* xyz 0 1
C -2.184 -0.142 0.021
C -0.667 -0.172 -0.172
N -0.201 -1.216 -1.080
C -0.113 1.175 -0.606
C 1.348 1.452 -0.343
S 1.912 1.325 1.365
H -2.473 -0.520 1.002
H -2.675 -0.746 -0.731
H -2.575 0.873 -0.012
H -0.226 -0.354 0.789
H -0.853 -2.020 -1.118
H -0.012 -0.859 -2.012
H -0.288 1.242 -1.697
H -0.769 1.971 -0.281
H 1.957 0.702 -0.848
H 1.682 2.421 -0.747
H 0.837 1.777 2.024
O 1.585 -2.582 1.664
H 1.436 -2.297 0.747
H 2.280 -2.027 2.037
*
```

=====

# 3
The following is a DFT calculation (wB97M-V/def2-TZVPD) of a 8-piece molecular cluster, C37H93N13O15P4 overall at a distorted geometry.

Results
**Highest occupied orbital energy**: -0.30668 Eh
**Structure (SMILES)**: CN(C)P(=O)(N(C)C)N(C)C.CN(C)P(=O)(N(C)C)N(C)C.CN(C)P(=O)(N(C)C)N(C)C.CN(C)P(=O)(N(C)C)N(C)C.C[C@H]1COC(=O)O1.C[C@H]1COC(=O)O1.C[C@H]1COC(=O)O1.C[N+](=O)[O-]
**E_LUMO**: 0.004 eV
**Frontier orbital gap**: 0.3068 Ha
**Strongest force on any atom**: 0.0519 hartree/bohr
**Relative energy (zero: lowest compared OMol25 entry of this formula, charge and spin)**: 11.3 kcal/mol

Structure (ORCA input):
```
! wB97M-V def2-TZVPD RIJCOSX def2/J DEFGRID3
* xyz 0 1
C -0.686 5.562 -2.382
N 0.495 6.356 -2.048
C 0.529 7.660 -2.695
P 1.568 5.920 -0.808
O 2.914 6.521 -0.909
N 0.762 6.327 0.616
C -0.595 5.893 0.904
C 1.600 6.674 1.771
N 1.555 4.227 -0.868
C 1.939 3.597 0.398
C 1.952 3.547 -2.084
H -0.815 4.677 -1.769
H -0.651 5.267 -3.429
H -1.552 6.206 -2.189
H -0.134 8.318 -2.123
H 0.219 7.568 -3.735
H 1.512 8.126 -2.679
H -0.554 4.968 1.482
H -1.094 6.686 1.467
H -1.189 5.782 0.006
H 0.987 7.199 2.509
H 1.956 5.752 2.238
H 2.362 7.389 1.476
H 1.189 3.767 1.169
H 1.999 2.520 0.259
H 2.910 3.976 0.736
H 3.031 3.340 -2.043
H 1.880 4.181 -2.968
H 1.420 2.612 -2.261
C -0.899 -0.921 -6.677
N -2.144 -0.596 -6.022
C -3.135 -1.654 -6.039
P -2.050 0.500 -4.715
O -1.137 0.124 -3.630
N -1.568 1.934 -5.480
C -1.009 2.980 -4.625
C -1.738 2.273 -6.890
N -3.631 0.807 -4.278
C -4.095 0.460 -2.930
C -4.549 1.402 -5.231
H -1.105 -1.129 -7.733
H -0.346 -1.755 -6.234
H -0.238 -0.051 -6.660
H -3.387 -1.876 -7.080
H -4.055 -1.319 -5.561
H -2.769 -2.566 -5.556
H -1.152 3.964 -5.063
H -1.581 2.956 -3.691
H 0.023 2.746 -4.359
H -2.184 1.418 -7.393
H -2.389 3.149 -6.968
H -0.767 2.536 -7.318
H -5.165 0.655 -2.881
H -3.915 -0.605 -2.768
H -3.597 1.023 -2.139
H -4.378 1.035 -6.244
H -4.419 2.490 -5.264
H -5.570 1.201 -4.911
C 3.118 -3.002 3.975
N 4.146 -2.006 4.262
C 4.344 -0.996 3.234
P 5.481 -2.558 5.158
O 6.374 -3.484 4.423
N 6.172 -1.080 5.566
C 7.630 -1.066 5.757
C 5.500 -0.135 6.413
N 4.835 -3.193 6.578
C 3.587 -2.794 7.228
C 5.608 -4.220 7.268
H 3.161 -3.881 4.616
H 3.341 -3.422 2.984
H 2.119 -2.568 3.910
H 4.333 -0.023 3.729
H 3.632 -1.028 2.412
H 5.330 -1.098 2.767
H 7.920 -1.711 6.595
H 8.166 -1.413 4.876
H 7.926 -0.047 6.000
H 5.909 0.875 6.376
H 4.443 0.001 6.162
H 5.450 -0.477 7.458
H 3.725 -2.810 8.310
H 3.309 -1.769 6.989
H 2.800 -3.478 6.908
H 6.213 -4.743 6.524
H 4.945 -5.019 7.609
H 6.236 -3.778 8.044
C -3.246 -2.717 1.039
N -3.752 -3.287 -0.198
C -3.058 -2.903 -1.412
P -4.631 -4.714 -0.154
O -3.822 -5.937 -0.099
N -5.699 -4.470 1.148
C -6.226 -5.668 1.797
C -6.418 -3.248 1.457
N -5.605 -4.583 -1.544
C -5.991 -5.797 -2.238
C -6.341 -3.373 -1.829
H -2.783 -1.734 0.917
H -2.403 -3.291 1.449
H -4.012 -2.687 1.809
H -3.697 -2.968 -2.292
H -2.185 -3.533 -1.625
H -2.631 -1.902 -1.319
H -6.002 -5.624 2.863
H -7.309 -5.767 1.658
H -5.868 -6.593 1.348
H -7.438 -3.194 1.060
H -6.567 -3.211 2.541
H -5.844 -2.404 1.083
H -6.653 -5.592 -3.073
H -5.121 -6.422 -2.455
H -6.521 -6.479 -1.550
H -7.151 -3.184 -1.123
H -6.691 -3.371 -2.863
H -5.715 -2.473 -1.824
C 6.726 2.077 2.039
C 5.544 2.400 1.153
C 5.880 2.546 -0.335
O 5.028 1.671 -1.049
C 4.372 0.887 -0.163
O 3.567 0.053 -0.448
O 4.742 1.196 1.082
H 7.455 1.433 1.547
H 6.403 1.468 2.888
H 7.171 2.982 2.450
H 4.941 3.215 1.551
H 6.933 2.350 -0.563
H 5.766 3.561 -0.728
C 2.757 -3.777 -0.703
C 1.728 -4.294 0.279
C 0.256 -4.205 -0.156
O -0.217 -5.543 -0.020
C 0.736 -6.325 0.530
O 0.543 -7.438 0.899
O 1.906 -5.680 0.542
H 2.812 -4.248 -1.687
H 3.743 -3.949 -0.264
H 2.620 -2.707 -0.861
H 1.789 -3.690 1.183
H 0.157 -3.945 -1.209
H -0.266 -3.571 0.555
C -3.954 0.893 1.390
C -3.716 2.366 1.228
C -2.290 2.902 0.949
O -2.432 3.692 -0.224
C -3.663 3.512 -0.763
O -3.996 4.016 -1.793
O -4.412 2.736 0.006
H -3.685 0.546 2.390
H -3.398 0.298 0.662
H -4.996 0.624 1.224
H -4.209 3.041 1.935
H -1.639 2.040 0.779
H -1.967 3.453 1.827
C 0.061 0.059 -0.668
N 0.655 -0.197 0.670
O 0.976 -1.335 0.965
O 0.715 0.771 1.424
H -0.356 -0.867 -1.047
H 0.903 0.337 -1.304
H -0.621 0.892 -0.562
*
```